Entry 1:
17
Properties=species:S:1:pos:R:3 method="wB97M-V/def2-TZVPD" e_tot_ev=-23095.4940 e_homo_ev="-11.594 / -11.595" total_charge=+1 orbital_gap_ev="6.04 / 6.04" relative_energy_kcal_mol=56.4 lumo_ev="-5.55 / -5.55"
C 1.08 2.07 0.03
C 1.09 0.63 0.20
O 2.14 -0.15 0.48
N -0.07 0.07 -0.06
N -1.07 0.84 -0.38
C -2.17 0.13 -0.44
S -3.70 0.67 -0.59
N -1.86 -1.22 -0.28
C -0.53 -1.28 0.09
N 0.38 -2.24 0.08
H 0.80 2.48 -0.94
H 1.91 2.54 0.52
H 0.09 2.30 0.52
H 2.91 0.43 0.47
H -2.44 -2.00 -0.34
H 0.15 -3.17 0.38
H 1.29 -2.10 0.25



Entry 2:
16
Properties=species:S:1:pos:R:3 method="wB97M-V/def2-TZVPD" e_tot_ev=-21045.5525 e_homo_ev="-12.431 / -12.432" total_charge=+1 orbital_gap_ev="7.67 / 7.67" relative_energy_kcal_mol=70.5 lumo_ev="-4.76 / -4.76"
C 2.45 0.75 -0.71
C 3.34 -0.91 1.03
C 1.53 -0.06 0.32
C 0.43 0.64 0.49
N 2.07 -0.95 1.18
N -2.08 0.13 -0.70
N -0.74 0.92 0.28
N -2.44 -1.05 -0.33
S 4.13 0.16 -0.11
H 2.18 0.27 -1.58
H 3.98 -1.46 1.72
H -1.06 1.81 0.68
H -1.59 0.13 -1.53
H -1.97 -1.90 -0.46
H 2.36 1.80 -0.72
H -3.06 -1.17 0.46



Entry 3:
16
Properties=species:S:1:pos:R:3 method="wB97M-V/def2-TZVPD" e_tot_ev=-11709.1573 e_homo_ev=-8.670 orbital_gap_ev=9.17 relative_energy_kcal_mol=99.6 lumo_ev=0.49
C 2.02 -0.80 0.34
C 0.55 -0.58 0.07
N -0.18 -1.65 0.54
C -1.48 -1.54 0.71
N -2.28 -0.46 0.68
C -1.96 0.63 0.08
N -2.40 1.71 -0.22
N -0.06 0.36 -0.58
N 0.57 1.48 -0.97
H 2.61 0.06 0.55
H 2.41 -1.24 -0.64
H 2.13 -1.45 1.15
H -1.94 -2.25 1.37
H -1.79 2.58 -0.20
H 0.27 1.70 -1.87
H 1.54 1.45 -1.02



Entry 4:
17
Properties=species:S:1:pos:R:3 method="wB97M-V/def2-TZVPD" e_tot_ev=-13755.8514 e_homo_ev=-10.055 orbital_gap_ev=10.54 relative_energy_kcal_mol=80.8 lumo_ev=0.48
C 0.15 -2.20 -3.73
C 1.59 -0.09 -0.73
C 0.95 0.96 1.20
C -0.51 -0.82 0.39
N -0.25 -2.97 -2.68
N 0.97 -1.21 -3.31
N 0.33 -2.52 -1.62
N 1.01 -1.50 -2.04
N 0.62 0.07 0.13
O 2.71 0.27 -0.85
H -0.28 -2.11 -4.74
H 1.10 0.26 2.10
H 1.90 1.53 0.99
H -0.06 1.56 1.49
H -0.99 -0.60 1.36
H -1.19 -0.71 -0.38
H -0.18 -1.93 0.45



Entry 5:
13
Properties=species:S:1:pos:R:3 method="wB97M-V/def2-TZVPD" e_tot_ev=-7794.0612 e_homo_ev=-8.298 orbital_gap_ev=8.95 relative_energy_kcal_mol=128.8 lumo_ev=0.65
C -1.17 -0.66 0.04
O 0.02 -1.37 -0.41
C 1.12 -0.63 -0.15
C 0.72 0.79 0.01
N -0.11 1.34 -1.07
C -0.77 0.79 0.10
H -1.46 -1.05 1.03
H -1.97 -0.89 -0.69
H 1.69 -0.91 1.42
H 2.03 -1.08 0.31
H 1.38 1.48 0.53
H -0.16 0.71 -1.86
H -1.33 1.48 0.73



Entry 6:
13
Properties=species:S:1:pos:R:3 method="wB97M-V/def2-TZVPD" e_tot_ev=-7793.4787 e_homo_ev=-8.532 orbital_gap_ev=9.36 relative_energy_kcal_mol=142.2 lumo_ev=0.83
C 1.07 1.51 0.22
N 1.47 0.14 0.46
C 0.58 0.41 -0.67
C -0.91 0.23 -0.63
C -1.25 -1.41 0.11
O -1.29 -0.13 0.69
H 0.35 1.96 0.90
H 1.84 2.18 -0.14
H 0.90 -0.23 1.22
H 1.05 0.34 -1.65
H -1.29 -1.06 -1.06
H -2.19 -1.95 0.23
H -0.34 -1.99 0.32



Entry 7:
13
Properties=species:S:1:pos:R:3 method="wB97M-V/def2-TZVPD" e_tot_ev=-7798.1182 e_homo_ev=-10.209 orbital_gap_ev=11.04 relative_energy_kcal_mol=35.2 lumo_ev=0.83
C -1.67 0.65 0.42
O -0.84 0.43 -0.70
C -0.05 -0.73 -0.63
C 1.43 -0.36 -0.48
C 1.68 0.45 0.71
N 1.86 1.08 1.67
H -2.49 -0.07 0.46
H -2.08 1.66 0.32
H -1.10 0.60 1.36
H -0.17 -1.30 -1.55
H -0.36 -1.37 0.21
H 2.05 -1.26 -0.43
H 1.75 0.22 -1.36



Entry 8:
13
Properties=species:S:1:pos:R:3 method="wB97M-V/def2-TZVPD" e_tot_ev=-7796.6298 e_homo_ev=-9.589 orbital_gap_ev=10.75 relative_energy_kcal_mol=69.5 lumo_ev=1.16
C -1.78 -0.28 -0.06
N -1.20 1.02 0.31
C -0.55 0.20 -0.71
C 0.80 -0.45 -0.42
C 1.82 0.18 0.43
O 1.03 -0.91 0.90
H -1.69 -1.15 0.61
H -2.76 -0.17 -0.52
H -0.72 0.99 1.20
H -0.61 0.60 -1.72
H 1.17 -1.12 -1.20
H 2.88 -0.06 0.29
H 1.62 1.14 0.90



Entry 9:
13
Properties=species:S:1:pos:R:3 method="wB97M-V/def2-TZVPD" e_tot_ev=-7797.2760 e_homo_ev=-10.281 orbital_gap_ev=11.12 relative_energy_kcal_mol=54.6 lumo_ev=0.84
C 0.11 1.40 -0.10
C 1.10 0.16 -0.23
O 0.85 -0.79 0.79
C -0.43 -1.33 0.66
C -1.28 -0.72 -0.38
N -1.98 -0.46 -1.27
H 0.40 1.89 0.83
H 0.27 2.03 -0.97
H -0.99 1.36 -0.02
H 2.14 0.49 -0.06
H 1.08 -0.35 -1.21
H -0.91 -1.30 1.64
H -0.37 -2.37 0.32



Entry 10:
13
Properties=species:S:1:pos:R:3 method="wB97M-V/def2-TZVPD" e_tot_ev=-7794.9730 e_homo_ev=-8.670 orbital_gap_ev=8.77 relative_energy_kcal_mol=107.7 lumo_ev=0.10
C -0.14 0.10 0.99
C -0.21 1.39 0.19
O 0.27 1.15 -1.16
C 0.05 -0.02 -1.74
N -0.93 -0.80 -1.11
C -0.93 -0.89 0.16
H 0.90 -0.23 1.14
H -0.60 0.22 1.97
H -1.23 1.77 0.14
H 0.45 2.17 0.58
H 1.84 -1.43 -1.20
H 2.11 -1.83 -0.62
H -1.59 -1.61 0.65



Entry 11:
13
Properties=species:S:1:pos:R:3 method="wB97M-V/def2-TZVPD" e_tot_ev=-7796.3373 e_homo_ev=-8.742 orbital_gap_ev=8.74 relative_energy_kcal_mol=76.3 lumo_ev=0.00
C 1.67 0.12 0.62
C 0.48 -0.27 -0.22
C -2.10 -1.07 -0.23
N -1.85 0.24 -0.27
C -0.55 0.83 -0.39
O -0.36 2.02 -0.45
H 2.28 0.88 0.14
H 1.34 0.48 1.59
H 2.27 -0.78 0.78
H 0.74 -0.67 -1.20
H -0.04 -1.05 0.34
H -1.34 -1.58 -0.84
H -2.55 0.86 0.13



Entry 12:
13
Properties=species:S:1:pos:R:3 method="wB97M-V/def2-TZVPD" e_tot_ev=-7791.7826 e_homo_ev=-8.596 orbital_gap_ev=9.64 relative_energy_kcal_mol=181.3 lumo_ev=1.04
C -0.65 -0.59 0.82
O 0.55 -1.39 0.36
C 1.23 -0.28 -0.56
C 0.00 0.35 -0.92
N -0.75 1.44 -0.40
C -0.42 0.75 0.63
H -0.82 -0.79 1.82
H -1.46 -0.93 0.14
H 2.13 0.31 0.07
H 1.58 -0.94 -1.28
H -0.56 -0.63 -1.13
H -1.61 1.49 -0.69
H 0.59 1.18 1.12



Entry 13:
13
Properties=species:S:1:pos:R:3 method="wB97M-V/def2-TZVPD" e_tot_ev=-7797.3791 e_homo_ev=-8.874 orbital_gap_ev=9.82 relative_energy_kcal_mol=52.2 lumo_ev=0.95
C 0.47 2.14 0.00
N 0.81 1.19 -0.77
C 1.16 -0.07 -0.12
C 0.04 -1.08 -0.26
C -1.18 -0.84 0.21
O -2.25 -1.67 0.20
H 0.45 2.05 1.10
H 0.17 3.09 -0.43
H 1.40 0.08 0.94
H 2.06 -0.46 -0.61
H 0.26 -2.03 -0.76
H -1.44 0.11 0.67
H -1.97 -2.52 -0.16



Entry 14:
13
Properties=species:S:1:pos:R:3 method="wB97M-V/def2-TZVPD" e_tot_ev=-7797.9803 e_homo_ev=-9.888 orbital_gap_ev=10.92 relative_energy_kcal_mol=38.4 lumo_ev=1.03
C 0.13 2.00 0.18
C -0.44 0.60 0.16
O -1.54 0.36 0.63
C 0.36 -0.51 -0.46
C 0.32 -1.82 0.25
N -0.41 -1.64 -0.98
H -0.67 2.70 -0.05
H 0.97 2.11 -0.51
H 0.48 2.23 1.19
H 1.24 -0.23 -1.04
H -0.24 -1.85 1.19
H 1.19 -2.48 0.20
H -1.39 -1.46 -0.76



Entry 15:
13
Properties=species:S:1:pos:R:3 method="wB97M-V/def2-TZVPD" e_tot_ev=-7798.4501 e_homo_ev=-10.532 orbital_gap_ev=11.39 relative_energy_kcal_mol=27.5 lumo_ev=0.86
N -1.50 1.91 0.84
C -1.48 0.78 0.60
C -1.29 -0.62 0.22
C 0.05 -0.76 -0.55
C 1.09 0.34 -0.36
O 1.55 0.37 0.97
H -1.32 -1.24 1.13
H -2.14 -0.94 -0.40
H 0.52 -1.71 -0.29
H -0.16 -0.77 -1.63
H 1.89 0.10 -1.07
H 0.68 1.32 -0.65
H 1.96 1.23 1.14



Entry 16:
13
Properties=species:S:1:pos:R:3 method="wB97M-V/def2-TZVPD" e_tot_ev=-7795.7153 e_homo_ev=-9.702 orbital_gap_ev=10.62 relative_energy_kcal_mol=90.6 lumo_ev=0.92
C -0.46 1.21 -1.27
C -0.14 -0.18 -0.45
C 1.25 -0.22 0.07
N 0.07 0.03 1.04
C -0.37 -0.97 1.65
O -1.35 -1.61 1.28
H -0.34 1.26 -2.30
H -1.59 1.32 -1.17
H -0.25 2.28 -0.76
H -0.67 -1.19 -0.62
H 1.96 -1.09 0.06
H 1.82 0.60 -0.10
H 0.06 -1.45 2.55



Entry 17:
13
Properties=species:S:1:pos:R:3 method="wB97M-V/def2-TZVPD" e_tot_ev=-7796.4328 e_homo_ev=-9.451 orbital_gap_ev=10.35 relative_energy_kcal_mol=74.1 lumo_ev=0.90
O -2.89 0.05 -0.13
C -1.74 -0.20 -0.50
C -0.53 0.03 0.52
C 0.46 1.08 -0.02
N 1.07 -0.05 -0.88
C 0.71 -0.95 0.21
H -1.34 -0.71 -1.48
H -0.90 0.23 1.56
H 1.05 1.38 1.01
H 0.15 1.90 -0.62
H 2.07 0.15 -0.89
H 1.41 -0.83 1.15
H 0.49 -2.07 0.06



Entry 18:
13
Properties=species:S:1:pos:R:3 method="wB97M-V/def2-TZVPD" e_tot_ev=-7797.1151 e_homo_ev=-9.969 orbital_gap_ev=10.52 relative_energy_kcal_mol=58.3 lumo_ev=0.55
C 1.77 0.51 -0.31
C 0.62 0.23 0.65
C -0.42 -0.61 -0.07
N -1.07 0.06 -1.33
C -1.77 -0.20 -0.33
O -3.02 -0.08 0.09
H 2.52 1.18 0.12
H 2.26 -0.42 -0.61
H 1.37 0.98 -1.22
H 0.16 1.17 0.99
H 0.98 -0.29 1.55
H -0.16 -1.66 -0.18
H -3.21 -0.86 0.63